Record 1
DFT (ωB97M-V with the def2-TZVPD basis set) results for a structure of composition C37H40CoN2O2Se2 in a non-equilibrium geometry.

The total charge is +1. As for the expectation value of S²: 6.03. For the total energy, the calculation gives -214407.945 eV. As for the multiplicity: 5. The molar mass is 761.59 g/mol.

```
84
C37H40CoN2O2Se2 ωB97M-V with the def2-TZVPD basis set
Co -0.112 -0.638 -0.307
C -1.804 3.747 3.333
Se -1.853 1.837 2.932
C -3.047 1.887 1.368
C -2.490 2.712 0.227
Se -1.317 1.734 -1.054
C -2.770 1.111 -2.181
H -2.816 4.112 3.475
H -1.306 4.296 2.538
H -1.240 3.856 4.254
H -3.996 2.304 1.709
H -3.208 0.844 1.092
H -1.901 3.548 0.604
H -3.297 3.123 -0.382
H -3.210 1.962 -2.693
H -3.504 0.606 -1.558
H -2.349 0.412 -2.896
N 0.947 0.228 1.570
C 0.786 -0.823 2.497
C 1.757 -1.221 3.381
C 1.516 -2.276 4.272
C 0.298 -2.898 4.305
C -0.713 -2.539 3.389
C -1.984 -3.143 3.342
C -2.858 -2.784 2.352
C -2.452 -1.852 1.386
N -1.291 -1.234 1.415
C -0.442 -1.528 2.433
H 1.892 0.597 1.580
H 0.285 0.986 1.754
H 2.713 -0.721 3.390
H 2.305 -2.578 4.941
H 0.109 -3.691 5.010
H -2.247 -3.885 4.081
H -3.845 -3.216 2.292
H -3.112 -1.610 0.564
C -2.335 -6.096 -6.043
C -1.911 -5.203 -4.920
C -2.853 -4.631 -4.074
C -2.481 -3.771 -3.054
C -3.520 -3.176 -2.152
C -1.126 -3.491 -2.863
C -0.154 -4.080 -3.678
C 1.303 -3.790 -3.480
C -0.567 -4.928 -4.695
C -0.757 -2.495 -1.821
O -0.090 -2.780 -0.802
O -1.146 -1.298 -1.972
H -3.365 -5.886 -6.323
H -2.266 -7.141 -5.742
H -1.694 -5.959 -6.911
H -3.901 -4.854 -4.222
H -4.479 -3.651 -2.334
H -3.612 -2.107 -2.342
H -3.251 -3.318 -1.106
H 1.546 -2.770 -3.775
H 1.915 -4.462 -4.075
H 1.570 -3.898 -2.432
H 0.175 -5.382 -5.336
C 6.466 -2.172 -2.593
C 5.883 -3.089 -1.732
C 4.655 -2.821 -1.166
C 3.980 -1.630 -1.452
C 4.563 -0.726 -2.343
C 5.796 -0.996 -2.900
C 2.700 -1.407 -0.790
C 1.854 -0.403 -1.000
C 1.888 0.851 -1.661
C 1.279 1.043 -2.922
C 1.230 2.298 -3.490
C 1.737 3.404 -2.819
C 2.346 3.234 -1.581
C 2.438 1.984 -1.015
H 7.436 -2.372 -3.022
H 6.386 -4.014 -1.496
H 4.208 -3.536 -0.489
H 4.056 0.193 -2.588
H 6.243 -0.296 -3.590
H 2.434 -2.199 -0.096
H 0.885 0.186 -3.451
H 0.796 2.422 -4.471
H 1.674 4.387 -3.258
H 2.755 4.086 -1.058
H 2.960 1.849 -0.080
```

=====

Record 2
DFT (ωB97M-V with the def2-TZVPD basis set) results for a structure of composition C37H40Li2O17S in a non-equilibrium geometry.

The calculation puts the energy relative to the best compared isomer or geometry (same formula, charge and spin) at 16.53 kJ/mol. For the total energy, the calculation gives -85062.968 eV. The molar mass is 802.66 g/mol.

```
97
C37H40Li2O17S ωB97M-V with the def2-TZVPD basis set
Li -1.334 0.399 3.032
Li 3.258 -1.367 0.126
S 0.487 0.084 0.575
O -0.563 -0.567 -0.194
O 0.753 1.489 0.113
O 0.028 0.156 1.906
O 1.697 -0.639 0.594
C -0.980 1.831 5.394
O -0.484 2.033 4.166
H -0.968 2.837 5.961
H -0.248 1.310 5.936
H -1.807 1.204 5.508
H 0.252 2.491 4.184
C -2.138 5.621 -2.849
C -1.710 5.368 -1.501
C -1.137 4.075 -1.307
C -1.023 3.139 -2.228
C -1.370 3.475 -3.561
C -1.875 4.756 -3.864
O -2.264 5.107 -5.073
O -0.672 3.743 -0.025
H -2.550 6.646 -3.153
H -1.935 6.246 -1.018
H -0.587 2.053 -2.080
H -1.229 2.604 -4.199
H -2.520 4.574 -5.812
H -0.130 2.950 -0.092
C 2.501 -0.435 -4.127
C 1.312 -0.439 -3.394
C 0.429 -1.395 -3.500
C 0.672 -2.454 -4.396
C 1.628 -2.276 -5.298
C 2.560 -1.243 -5.237
O 3.571 -1.137 -6.214
O -0.589 -1.598 -2.599
H 3.017 0.449 -4.015
H 1.122 0.452 -2.739
H -0.117 -3.104 -4.596
H 1.723 -2.907 -6.137
H 4.281 -0.739 -5.866
H -0.578 -1.227 -1.831
C -0.093 -5.050 0.208
C -1.171 -4.183 0.331
C -2.444 -4.660 0.723
C -2.484 -5.981 1.160
C -1.374 -6.792 1.357
C -0.231 -6.359 0.794
O 0.784 -7.129 0.844
O -3.562 -3.768 0.763
H 0.882 -4.658 -0.074
H -1.029 -3.283 0.034
H -3.492 -6.379 1.433
H -1.705 -8.009 1.685
H 0.815 -8.109 0.834
H -3.369 -3.064 0.172
C -4.486 1.674 -2.074
C -3.612 0.947 -1.474
C -3.928 -0.436 -1.011
C -5.219 -0.889 -1.200
C -6.127 -0.093 -1.907
C -5.829 1.169 -2.334
O -6.730 1.919 -3.066
O -2.974 -1.281 -0.447
H -4.317 2.384 -2.680
H -2.647 1.400 -1.398
H -5.572 -1.788 -1.010
H -7.136 -0.401 -2.036
H -6.720 2.926 -3.007
H -2.137 -0.836 -0.503
C 1.238 -2.577 3.284
C 1.356 -3.938 3.693
C 2.094 -4.197 4.806
C 2.685 -3.289 5.662
C 2.602 -2.002 5.288
C 1.851 -1.539 4.202
O 1.835 -0.294 3.730
O 2.188 -5.562 5.144
H 0.625 -2.176 2.442
H 0.828 -4.639 2.938
H 3.385 -3.680 6.522
H 3.096 -1.248 5.874
H 1.172 -0.058 3.100
H 2.732 -5.781 5.866
C 3.775 4.041 2.126
C 3.288 3.194 1.211
C 3.487 3.328 -0.245
C 4.489 4.187 -0.652
C 5.043 5.087 0.341
C 4.762 5.011 1.642
O 5.343 5.780 2.583
O 2.765 2.512 -1.078
H 3.511 4.065 3.050
H 2.972 2.259 1.692
H 4.561 4.369 -1.654
H 5.699 5.823 0.178
H 5.767 6.512 2.025
H 2.229 2.004 -0.439
```